The molecule C17H25NO4. Source: the Open Molecules 2025 dataset; level of theory: ωB97M-V/def2-TZVPD.

Output
**E_LUMO**: 0.70 eV
**Highest occupied orbital energy**: -8.9 eV
**HOMO-LUMO gap**: 9.59 eV

Each line ends with the Löwdin charge.
Atoms and positions in Å:
1 C -6.13 -2.27 0.68  0.12
2 C -5.65 -1.41 0.01  -0.12
3 C -5.01 -0.36 -0.76  -0.19
4 N -3.63 -0.18 -0.38  0.08
5 C -2.61 -0.34 -1.25  -0.43
6 O -2.78 -0.56 -2.44  0.07
7 C -1.26 -0.21 -0.64  -0.15
8 C -0.15 -0.31 -1.37  0.07
9 C 1.23 -0.22 -0.80  -0.23
10 C 1.93 1.02 -1.32  -0.25
11 C 2.44 1.05 -2.73  -0.11
12 C 3.40 1.00 -1.58  -0.11
13 H 3.94 0.08 -1.41  0.09
14 H 3.98 1.89 -1.35  0.10
15 H 2.35 1.96 -3.29  0.10
16 H 2.33 0.15 -3.32  0.10
17 H 1.50 1.94 -0.93  0.13
18 C 1.16 -0.28 0.74  -0.18
19 C 1.04 -1.73 1.24  -0.14
20 C 2.37 -2.32 1.73  -0.17
21 C 3.45 -2.38 0.65  -0.27
22 O 3.03 -3.04 -0.52  -0.07
23 H 2.74 -3.93 -0.30  0.10
24 H 4.34 -2.88 1.07  0.12
25 H 3.73 -1.38 0.34  0.10
26 H 2.75 -1.73 2.56  0.12
27 H 2.17 -3.33 2.10  0.11
28 H 0.64 -2.35 0.43  0.12
29 H 0.33 -1.77 2.06  0.12
30 C -0.05 0.53 1.23  -0.33
31 O 0.13 1.87 0.89  -0.08
32 C -0.87 2.74 1.40  -0.24
33 C -0.49 4.16 1.02  -0.06
34 H -0.45 4.25 -0.07  0.08
35 H -1.23 4.86 1.40  0.08
36 H 0.49 4.41 1.42  0.08
37 H -1.85 2.48 0.98  0.12
38 H -0.92 2.63 2.49  0.13
39 O -1.27 0.02 0.72  0.00
40 H -0.16 0.43 2.32  0.17
41 H 2.05 0.20 1.16  0.16
42 H 1.79 -1.09 -1.16  0.14
43 H -0.26 -0.46 -2.43  0.13
44 H -3.40 -0.07 0.60  0.14
45 H -5.01 -0.61 -1.82  0.13
46 H -5.57 0.58 -0.62  0.13
47 H -6.58 -3.04 1.24  0.02

***

The molecule C17H25NO5. Source: the Open Molecules 2025 dataset; level of theory: ωB97M-V/def2-TZVPD.

Output
**E_LUMO**: 0.72 eV
**Highest occupied orbital energy**: -8.1 eV
**HOMO-LUMO gap**: 8.79 eV

Each line ends with the Löwdin charge.
Atoms and positions in Å:
1 C -4.80 -3.07 -0.32  -0.11
2 H -5.29 -2.52 -1.12  0.07
3 H -4.90 -4.13 -0.53  0.07
4 C -3.33 -2.68 -0.23  -0.26
5 C -3.16 -1.19 0.06  -0.18
6 H -3.58 -0.61 -0.77  0.12
7 H -3.73 -0.95 0.96  0.13
8 C -1.70 -0.77 0.27  -0.27
9 C -1.66 0.66 0.77  -0.47
10 O -1.17 1.01 1.81  0.13
11 O -2.23 1.51 -0.10  -0.01
12 C -2.17 2.89 0.25  -0.05
13 H -2.89 3.39 -0.40  0.14
14 H -2.45 3.03 1.29  0.14
15 C -0.77 3.48 0.04  -0.48
16 O -0.37 4.41 0.69  0.08
17 N -0.09 2.88 -0.96  0.09
18 H -0.50 2.08 -1.40  0.14
19 C 1.34 3.06 -1.15  -0.11
20 C 2.05 1.78 -0.78  -0.22
21 C 2.73 1.03 -1.71  -0.05
22 C 3.32 -0.18 -1.35  -0.02
23 C 3.22 -0.65 -0.05  -0.20
24 C 2.53 0.12 0.91  -0.20
25 C 1.96 1.32 0.54  0.03
26 H 1.42 1.92 1.25  0.12
27 O 2.47 -0.41 2.16  -0.06
28 C 1.80 0.32 3.17  -0.06
29 H 1.87 -0.30 4.06  0.10
30 H 2.29 1.28 3.36  0.10
31 H 0.75 0.49 2.91  0.07
32 O 3.75 -1.82 0.40  -0.06
33 C 4.48 -2.61 -0.49  -0.09
34 H 3.86 -2.96 -1.33  0.10
35 H 5.35 -2.08 -0.89  0.10
36 H 4.82 -3.47 0.08  0.09
37 H 3.85 -0.75 -2.10  0.10
38 H 2.81 1.37 -2.73  0.11
39 H 1.53 3.32 -2.20  0.12
40 H 1.64 3.89 -0.51  0.13
41 C -0.86 -0.89 -1.00  -0.03
42 H -0.76 -1.93 -1.29  0.08
43 H -1.33 -0.33 -1.81  0.09
44 H 0.14 -0.49 -0.83  0.07
45 H -1.26 -1.39 1.06  0.15
46 H -2.83 -2.94 -1.17  0.10
47 H -2.85 -3.26 0.57  0.11
48 H -5.31 -2.85 0.61  0.07

***

A structure of composition C17H26AsBr2LaN5S. Source: the Open Molecules 2025 dataset; level of theory: ωB97M-V/def2-TZVPD.

Output
**E_LUMO**: -9.68 eV
**Net charge**: +3
**Highest occupied orbital energy**: -17.4 eV
**HOMO-LUMO gap**: 7.73 eV

Each line ends with the Löwdin charge.
Atoms and positions in Å:
1 La 0.63 0.62 -0.60  1.79
2 N -0.70 2.48 1.00  -0.08
3 N -0.69 3.84 0.77  -0.05
4 C 0.04 4.37 -0.29  -0.76
5 N 0.16 5.66 -0.35  0.17
6 S 0.80 3.35 -1.48  0.54
7 H -1.60 2.12 1.00  0.01
8 H -0.32 2.22 1.96  0.16
9 H -1.25 4.46 1.32  0.16
10 H -0.23 6.33 0.32  0.16
11 H 0.75 6.09 -1.04  0.14
12 Br 7.44 1.65 1.12  1.01
13 C 5.69 1.29 1.00  -0.70
14 C 4.79 2.37 1.18  -0.08
15 C 3.46 2.13 1.09  -0.14
16 N 2.88 0.95 0.73  -0.05
17 C 3.77 -0.09 0.51  -0.21
18 C 5.16 0.07 0.59  -0.01
19 C 3.30 -1.42 0.15  -0.21
20 C 4.01 -2.59 0.23  -0.01
21 C 3.42 -3.80 -0.11  -0.60
22 Br 4.43 -5.42 -0.16  0.89
23 C 2.08 -3.81 -0.50  -0.05
24 C 1.38 -2.57 -0.54  -0.10
25 N 2.01 -1.38 -0.29  -0.15
26 H 5.18 3.36 1.37  0.12
27 H 2.81 2.97 1.35  0.12
28 H 5.78 -0.79 0.38  0.12
29 H 5.03 -2.48 0.57  0.12
30 H 1.61 -4.72 -0.90  0.13
31 H 0.34 -2.51 -0.94  0.09
32 C -1.71 -0.82 -2.81  -0.19
33 C -2.92 -0.57 -1.91  -0.44
34 As -2.40 -0.49 -0.06  1.11
35 C -3.86 0.53 0.77  -0.42
36 C -5.20 -0.15 0.57  -0.12
37 C -2.43 -2.26 0.82  -0.41
38 C -3.38 -3.28 0.16  -0.15
39 H -1.98 -1.15 -3.81  0.11
40 H -1.07 -1.57 -2.37  0.03
41 H -1.12 0.11 -2.93  0.04
42 H -3.75 -1.23 -2.17  0.08
43 H -3.44 0.44 -2.09  0.12
44 H -3.87 1.50 0.31  0.06
45 H -3.68 0.63 1.80  0.05
46 H -5.43 -0.35 -0.47  0.08
47 H -6.00 0.53 0.88  0.10
48 H -5.13 -1.01 1.17  0.05
49 H -2.58 -2.18 1.96  0.11
50 H -1.42 -2.70 0.62  0.04
51 H -4.40 -3.06 0.30  0.05
52 H -3.22 -4.21 0.72  0.09
53 H -3.17 -3.46 -0.92  0.09

***

A structure of composition C17H26F6NOOsP. Source: the Open Molecules 2025 dataset; level of theory: ωB97M-V/def2-TZVPD.

Output
**E_LUMO (alpha / beta)**: -7.51 / -9.47 eV
**Net charge**: +2
**Highest occupied orbital energy (alpha / beta)**: -15.2 / -15.4 eV
**HOMO-LUMO gap (alpha / beta)**: 7.72 / 5.95 eV
**<S²>**: 6.0231
**2S+1**: 5

Each line ends with the Löwdin spin population.
Atoms and positions in Å:
1 C 0.38 2.86 -2.54  0.06
2 C -0.90 2.45 -2.19  0.01
3 C -1.09 1.32 -1.39  0.08
4 C 0.01 0.60 -0.89  0.15
5 C 1.30 1.02 -1.27  0.05
6 C 1.49 2.14 -2.08  -0.01
7 C -2.51 0.94 -1.10  0.01
8 C -2.72 -0.49 -0.67  0.05
9 N -2.01 -1.48 -1.59  0.07
10 Os -0.09 -0.74 0.68  2.52
11 C 2.50 0.29 -0.75  0.01
12 P 1.90 -1.30 0.04  0.07
13 H -1.79 2.99 -2.53  0.00
14 H 2.51 2.45 -2.31  0.00
15 H 0.52 3.73 -3.17  0.00
16 H 3.03 0.86 0.03  0.00
17 H 3.21 0.05 -1.55  0.00
18 H -2.90 1.59 -0.29  0.00
19 H -3.14 1.16 -1.97  0.00
20 H -2.32 -0.72 0.35  0.03
21 C 3.27 -1.66 1.17  0.01
22 C 2.10 -2.44 -1.35  0.04
23 H -3.77 -0.77 -0.72  0.00
24 C -1.92 -1.14 -3.08  0.01
25 C -2.59 -2.86 -1.35  0.01
26 H 0.88 -1.50 1.86  0.15
27 H -2.55 -1.86 -3.61  0.00
28 H -2.29 -0.13 -3.26  0.00
29 H -0.88 -1.25 -3.40  0.00
30 H -3.03 -3.21 -2.30  0.00
31 H -1.81 -3.54 -1.02  0.01
32 H -3.38 -2.77 -0.59  0.00
33 H 3.15 -2.48 -1.68  0.00
34 H 1.78 -3.44 -1.03  0.00
35 H 1.49 -2.12 -2.20  0.00
36 H 4.24 -1.46 0.70  0.00
37 H 3.15 -1.04 2.07  0.00
38 H 3.19 -2.71 1.45  0.00
39 H -1.02 -1.54 -1.32  0.05
40 C -1.07 0.42 3.21  0.04
41 C 0.26 1.12 2.88  0.04
42 O 0.82 0.70 1.70  0.44
43 C 0.12 2.69 2.64  0.01
44 F -0.28 3.40 3.72  0.01
45 F 1.29 3.21 2.19  0.00
46 F -0.81 2.88 1.66  0.00
47 C 1.36 0.85 4.00  0.01
48 F 1.06 1.42 5.20  0.00
49 F 1.48 -0.49 4.20  0.01
50 F 2.57 1.31 3.61  0.00
51 H -1.88 1.16 3.25  0.00
52 H -0.99 -0.09 4.18  0.00
53 H -1.30 -0.35 2.43  0.02

***

The molecule C17H26N2O2S. Source: the Open Molecules 2025 dataset; level of theory: ωB97M-V/def2-TZVPD.

Output
**E_LUMO**: 0.68 eV
**Highest occupied orbital energy**: -8.6 eV
**HOMO-LUMO gap**: 9.32 eV

Each line ends with the Löwdin charge.
Atoms and positions in Å:
1 C 4.88 -2.47 -0.01  -0.17
2 C 3.69 -2.66 0.87  -0.54
3 H 3.90 -3.41 1.60  0.07
4 H 3.38 -1.80 1.29  0.05
5 S 2.51 -3.41 -0.10  1.10
6 C 1.68 -2.11 -0.59  -0.70
7 O 2.19 -1.05 -0.27  -0.02
8 N 0.51 -2.30 -1.53  -0.11
9 C -0.12 -3.63 -1.68  -0.18
10 C -1.08 -3.87 -0.42  -0.05
11 H -0.67 -4.23 0.45  0.01
12 H -1.64 -4.95 -0.80  0.14
13 H -1.66 -2.97 -0.34  0.04
14 H -0.76 -3.62 -2.51  0.10
15 H 0.68 -4.32 -1.76  0.07
16 C -0.13 -1.18 -1.73  -0.22
17 H -0.95 -1.29 -2.35  0.12
18 H 0.56 -0.53 -2.37  0.15
19 C -0.83 -0.24 -0.72  -0.31
20 O -1.25 -0.90 0.40  -0.05
21 N -0.51 1.04 -0.89  0.19
22 C -1.01 1.85 0.22  -0.16
23 C -0.17 2.92 0.59  -0.15
24 C -0.53 3.83 1.62  -0.01
25 C -1.92 3.93 1.65  -0.17
26 C -2.78 3.09 1.44  -0.08
27 C -2.19 2.18 0.57  -0.05
28 C -3.47 1.05 -0.13  -0.12
29 H -2.99 0.85 -1.00  0.05
30 C -4.78 1.59 0.08  -0.12
31 H -4.97 2.52 -0.50  0.11
32 H -5.10 1.59 0.90  -0.05
33 H -5.45 0.87 -0.57  0.13
34 H -3.11 0.21 0.47  0.09
35 H -3.66 3.07 1.80  0.06
36 H -2.32 4.61 2.63  0.17
37 H 0.19 4.76 1.67  0.15
38 C 1.32 2.92 0.38  -0.26
39 C 2.16 1.93 0.90  -0.15
40 H 2.04 1.94 2.01  0.11
41 H 1.86 1.02 0.84  -0.02
42 H 3.24 1.85 0.82  0.10
43 H 1.86 3.94 0.34  0.13
44 H 1.59 2.85 -0.89  0.17
45 H 0.16 1.27 -1.58  0.12
46 H 5.21 -3.23 -0.57  0.01
47 H 5.78 -1.95 0.54  0.12
48 H 4.63 -1.59 -0.76  0.11

***

A cluster of 2 separate species, C17H26N2O5 in total. Source: the Open Molecules 2025 dataset; level of theory: ωB97M-V/def2-TZVPD.

Output
**E_LUMO**: 0.20 eV
**Highest occupied orbital energy**: -9.1 eV
**HOMO-LUMO gap**: 9.30 eV

Each line ends with the Löwdin charge.
Atoms and positions in Å:
1 O 4.91 -0.87 -5.07  0.08
2 O -3.11 0.52 4.06  0.06
3 O -2.99 1.31 0.53  0.05
4 O 1.36 2.06 -0.71  0.04
5 O 2.91 -0.91 -6.19  -0.04
6 C 3.71 -0.61 -5.13  -0.43
7 C -1.93 0.28 4.27  -0.57
8 C -2.13 1.48 1.39  -0.45
9 C 3.30 1.15 -1.79  -0.01
10 C 1.14 1.00 -2.84  0.00
11 C 3.88 0.49 -2.87  0.00
12 C 1.72 0.34 -3.94  0.00
13 C 1.93 1.41 -1.77  -0.32
14 C 3.10 0.08 -3.97  -0.14
15 N -2.00 2.72 1.89  0.04
16 N -0.99 0.24 3.32  0.10
17 C 3.57 -1.49 -7.33  -0.05
18 C -1.46 0.01 5.68  0.00
19 C -1.00 3.24 2.82  -0.07
20 C -3.50 -2.68 0.65  -0.10
21 C -0.55 -2.13 1.73  -0.06
22 C -3.02 -1.59 1.62  -0.22
23 C -1.59 -1.08 1.29  -0.31
24 C -1.22 0.32 1.86  -0.16
25 H 2.05 2.46 -0.17  0.11
26 H 3.93 1.45 -0.96  0.11
27 H 0.07 1.20 -2.82  0.12
28 H 4.95 0.29 -2.87  0.12
29 H 1.08 0.04 -4.77  0.12
30 H -2.70 3.37 1.55  0.14
31 H -0.05 0.04 3.62  0.14
32 H 2.85 -1.68 -8.12  0.09
33 H 4.34 -0.81 -7.72  0.10
34 H 4.05 -2.44 -7.05  0.09
35 H -2.31 0.09 6.35  0.09
36 H -1.05 -0.99 5.73  0.08
37 H -0.70 0.75 5.96  0.08
38 H -0.90 4.32 2.69  0.08
39 H -1.31 3.03 3.85  0.07
40 H -0.03 2.77 2.64  0.08
41 H -4.52 -2.95 0.90  0.07
42 H -3.47 -2.30 -0.37  0.08
43 H -2.87 -3.57 0.73  0.06
44 H -0.67 -2.37 2.79  0.07
45 H -0.68 -3.04 1.16  0.07
46 H 0.46 -1.75 1.55  0.07
47 H -3.73 -0.78 1.58  0.10
48 H -3.04 -1.98 2.64  0.11
49 H -1.52 -0.99 0.20  0.14
50 H -0.25 0.56 1.42  0.14

***

The ion C17H26N3O2S with charge +1. Source: the Open Molecules 2025 dataset; level of theory: ωB97M-V/def2-TZVPD.

Output
**E_LUMO**: -2.35 eV
**Net charge**: +1
**Highest occupied orbital energy**: -11.0 eV
**HOMO-LUMO gap**: 8.62 eV

Each line ends with the Löwdin charge.
Atoms and positions in Å:
1 C -2.65 -4.91 2.17  -0.11
2 H -2.35 -5.15 1.16  0.08
3 H -2.51 -5.80 2.78  0.08
4 H -2.00 -4.14 2.58  0.06
5 C -4.12 -4.49 2.22  -0.25
6 H -4.36 -4.15 3.23  0.11
7 C -4.49 -3.39 1.22  -0.19
8 C -3.78 -2.05 1.46  -0.19
9 H -3.67 -1.88 2.54  0.14
10 H -4.37 -1.23 1.05  0.08
11 N -2.48 -2.02 0.83  0.04
12 H -1.92 -2.86 0.93  0.13
13 H -1.13 1.14 -0.46  0.00
14 C -2.01 -1.05 0.07  -0.73
15 N -0.71 -1.29 -0.43  -0.14
16 C -0.42 -0.79 -1.77  -0.14
17 H -1.36 -0.69 -2.31  0.11
18 H 0.18 -1.56 -2.27  0.13
19 C 0.35 0.54 -1.74  -0.10
20 N -0.04 1.25 -0.51  -0.16
21 C 0.51 0.54 0.67  -0.09
22 H 1.56 0.82 0.79  0.13
23 C 0.37 -0.99 0.49  -0.11
24 H 0.18 -1.46 1.45  0.13
25 H 1.28 -1.42 0.07  0.14
26 H -0.04 0.88 1.55  0.14
27 C 0.29 2.71 -0.51  -0.07
28 C 1.76 2.99 -0.58  -0.23
29 C 2.49 3.19 0.59  -0.05
30 C 3.86 3.44 0.57  0.03
31 C 4.47 3.49 -0.66  -0.20
32 C 3.74 3.30 -1.84  -0.19
33 C 2.40 3.04 -1.83  0.05
34 H 1.85 2.93 -2.75  0.13
35 O 4.58 3.40 -2.91  0.05
36 C 5.86 3.69 -2.38  -0.13
37 O 5.77 3.72 -0.97  0.06
38 H 6.20 4.67 -2.75  0.15
39 H 6.58 2.92 -2.69  0.15
40 H 4.42 3.61 1.47  0.13
41 H 1.99 3.17 1.54  0.12
42 H -0.13 3.13 0.41  0.14
43 H -0.23 3.15 -1.36  0.14
44 H 1.43 0.39 -1.75  0.14
45 H 0.07 1.14 -2.61  0.14
46 S -2.85 0.36 -0.26  0.81
47 H -4.28 -3.72 0.20  0.12
48 H -5.56 -3.21 1.29  0.12
49 H -4.74 -5.35 2.00  0.11

***

A structure of composition C17H26N4O3. Source: the Open Molecules 2025 dataset; level of theory: ωB97M-V/def2-TZVPD.

Output
**E_LUMO**: 0.71 eV
**Highest occupied orbital energy**: -8.0 eV
**HOMO-LUMO gap**: 8.70 eV

Each line ends with the Löwdin charge.
Atoms and positions in Å:
1 C -7.52 -1.65 1.23  -0.09
2 O -6.17 -1.49 0.53  -0.26
3 C -6.20 -0.52 -0.60  -0.16
4 C -4.89 -0.56 -1.19  -0.30
5 N -3.99 -0.16 -0.36  0.06
6 C -3.52 1.16 -0.30  -0.57
7 O -3.73 1.81 -1.17  0.18
8 C -2.55 1.67 0.67  -0.15
9 N -1.21 1.23 0.51  -0.18
10 C -0.95 -0.28 0.69  -0.23
11 C 0.44 -0.36 0.81  -0.19
12 H 0.54 -1.54 0.76  0.14
13 C 1.25 -0.20 -0.56  -0.21
14 N 2.67 -0.18 -0.36  0.06
15 C 3.17 -1.42 -1.05  -0.41
16 O 2.48 -2.27 -1.41  0.13
17 N 4.57 -1.75 -0.65  0.17
18 C 5.49 -0.77 -0.17  -0.12
19 C 6.74 -1.14 0.34  -0.11
20 C 7.62 -0.38 0.98  -0.12
21 C 7.52 0.94 0.58  -0.15
22 C 6.36 1.57 0.16  -0.15
23 C 5.46 0.78 -0.40  -0.05
24 H 4.58 1.14 -0.85  0.06
25 H 6.42 2.71 -0.41  0.19
26 H 8.44 1.61 1.02  0.14
27 H 8.51 -1.04 1.36  0.16
28 H 6.74 -2.16 0.51  0.08
29 H 4.76 -2.56 -0.82  0.00
30 H 3.20 0.18 0.39  0.10
31 C 0.96 1.59 -0.63  -0.08
32 C -0.59 1.70 -0.74  -0.19
33 H -0.73 2.83 -0.64  0.15
34 H -1.00 1.13 -1.54  0.11
35 H 1.38 1.80 -1.48  0.01
36 H 1.42 2.19 0.32  0.16
37 H 0.89 -0.54 -1.51  0.14
38 H 0.91 -0.06 1.95  0.20
39 H -1.51 -0.54 1.61  0.13
40 H -1.53 -0.63 -0.08  0.08
41 H -2.44 2.67 1.00  0.09
42 H -3.03 1.33 1.98  0.20
43 H -4.04 -0.52 0.69  0.20
44 H -4.99 -0.01 -2.01  0.11
45 H -4.73 -1.47 -1.52  0.10
46 H -6.90 -1.05 -1.35  0.15
47 H -6.61 0.28 -0.22  0.07
48 H -7.30 -2.48 2.01  0.10
49 H -8.28 -1.98 0.34  0.10
50 H -8.09 -0.63 1.57  0.11

***

A cluster of 2 separate species, C17H26N6O4 in total. Source: the Open Molecules 2025 dataset; level of theory: ωB97M-V/def2-TZVPD.

Output
**E_LUMO**: 0.24 eV
**Highest occupied orbital energy**: -8.9 eV
**HOMO-LUMO gap**: 9.09 eV

Each line ends with the Löwdin charge.
Atoms and positions in Å:
1 O 1.24 1.19 -0.48  0.04
2 O 5.14 -2.86 2.87  0.03
3 O -0.32 -2.01 2.24  0.04
4 N -3.11 1.31 -0.78  0.16
5 N -2.63 1.18 2.76  0.13
6 O -5.38 1.31 -1.13  0.12
7 C 0.03 1.28 -0.66  -0.40
8 C 4.08 -2.90 2.28  -0.58
9 C 0.84 -2.09 2.60  -0.49
10 C -4.32 1.29 -0.30  -0.41
11 C -1.29 1.16 2.91  -0.12
12 C -3.08 1.22 1.51  -0.27
13 C -0.41 1.21 1.82  -0.01
14 C -2.29 1.26 0.35  -0.14
15 C -0.90 1.25 0.50  -0.05
16 N -4.36 1.24 1.07  0.21
17 N 1.18 -2.49 3.83  0.02
18 N 3.32 -1.81 2.19  0.06
19 N -0.45 1.46 -1.94  0.11
20 C 3.60 -4.21 1.68  0.01
21 C 0.24 -2.88 4.88  -0.05
22 C 1.97 -1.70 1.62  -0.06
23 C 0.03 4.15 -3.22  -0.10
24 C -0.92 -0.06 -4.58  -0.11
25 C -0.16 2.83 -3.95  -0.22
26 C 0.42 0.33 -3.94  -0.21
27 C 0.37 1.64 -3.13  -0.33
28 H -4.98 1.32 -2.01  0.12
29 H -0.88 1.11 3.91  0.11
30 H 0.65 1.20 2.01  0.11
31 H -5.19 1.20 1.65  0.18
32 H 2.17 -2.53 4.05  0.12
33 H 3.74 -0.97 2.55  0.15
34 H -1.47 1.51 -2.02  0.10
35 H 2.66 -4.51 2.13  0.08
36 H 3.47 -4.08 0.60  0.08
37 H 4.35 -4.97 1.86  0.09
38 H 0.15 -2.07 5.61  0.08
39 H -0.74 -3.08 4.46  0.09
40 H 0.60 -3.78 5.39  0.08
41 H 1.80 -0.67 1.31  0.10
42 H 1.88 -2.33 0.74  0.13
43 H -0.32 4.98 -3.83  0.07
44 H 1.09 4.31 -3.00  0.08
45 H -0.52 4.16 -2.27  0.07
46 H -1.71 -0.13 -3.81  0.07
47 H -0.83 -1.03 -5.06  0.07
48 H -1.23 0.67 -5.33  0.07
49 H -1.23 2.69 -4.16  0.11
50 H 0.36 2.87 -4.91  0.12
51 H 0.75 -0.48 -3.29  0.11
52 H 1.16 0.43 -4.74  0.11
53 H 1.40 1.88 -2.84  0.14

***

no.,electronic energy (hartree)
1,-1018.39782
2,-1093.75804
3,-8749.84558
4,-1823.83987
5,-1321.10334
6,-1149.13213
7,-1376.09041
8,-1107.63489
9,-1292.98899